Entry 1:
Density functional theory data (the ωB97M-V functional and the def2-TZVPD basis) for 2 unconnected molecules or ions with the total composition C3H4IOS at a distorted geometry.

molar mass	215.035	g mol⁻¹
net charge	-1
HOMO	-1.48	eV
calculated total energy	-24157.8153	eV
orbital gap	4.3	eV
E_LUMO	2.766	eV

```
10
Properties=species:S:1:pos:R:3:forces:R:3
C 2.6630 2.5400 -0.7541 2.057 -5.583 0.602
C 0.0307 -0.3080 0.0461 -0.042 4.018 -0.514
C -0.2675 0.7280 1.1827 -0.173 1.861 -1.845
O 3.0282 1.3956 -0.8518 -1.621 4.508 -0.334
S 2.3409 3.9888 -0.3465 -0.451 1.017 -0.242
I 0.2112 -0.0510 3.1528 0.429 -0.089 0.015
H -0.1958 0.3144 -0.9702 0.902 -1.541 2.113
H 1.0211 -0.6742 0.1583 1.390 -0.409 -0.771
H -0.5930 -1.1336 0.0452 -1.623 -1.605 0.135
H 0.4006 1.7034 0.9675 -0.868 -2.175 0.840
```
Forces are in eV/Å.

Entry 2:
Density functional theory data (the ωB97M-V functional and the def2-TZVPD basis) for 9 unconnected molecules or ions with the total composition C37H71BN9O9P2 at a distorted geometry.

molar mass	858.789	g mol⁻¹
net charge	+1
HOMO	-9.43	eV
calculated total energy	-90606.1584	eV
orbital gap	7.6	eV
E_LUMO	-1.831	eV

```
129
Properties=species:S:1:pos:R:3:forces:R:3
C 3.1114 2.4528 0.2799 -0.190 -0.027 -0.087
C 2.2330 1.4610 -0.5044 0.354 0.334 0.080
C 1.1104 1.0521 0.4335 0.382 0.013 0.235
N 0.1295 -0.0159 0.0580 -0.261 -0.044 0.389
O 0.7488 -1.2076 -0.4316 -0.144 0.262 0.017
C 2.0403 -1.6975 0.0258 0.422 -0.406 -0.030
C 1.9300 -3.2241 -0.0055 0.106 0.084 0.150
C -0.7328 -0.4179 1.2897 0.396 -0.249 0.099
C 0.0589 -0.7341 2.5602 -0.271 -0.209 0.216
O 0.6616 -2.0036 2.4612 0.053 0.006 -0.061
C 0.5860 -2.7494 3.6632 0.149 -0.098 -0.027
C -1.8869 0.5506 1.6569 -0.030 0.280 0.454
C -1.4879 1.6082 2.7104 0.007 0.049 -0.064
C -3.0298 -0.3114 2.2370 0.003 -0.063 0.337
B -4.4288 0.4264 2.1179 -0.177 0.121 -0.162
O -5.4871 -0.0568 1.3629 -0.146 0.410 0.609
O -4.6133 1.5897 2.8221 0.413 -0.482 0.178
O -2.4912 1.2413 0.5530 -0.081 -0.652 -0.289
C -1.8646 1.4727 -0.6798 0.303 1.043 -0.061
P -3.3849 1.4157 -1.8418 -0.660 -2.159 -0.182
C -4.7978 2.3202 -1.0915 0.155 1.004 0.198
C -4.6205 3.4745 -0.1000 -0.415 0.136 0.022
C -2.9651 1.9365 -3.5551 0.069 1.002 -0.094
C -4.2280 2.4248 -4.3024 0.539 -0.512 0.022
P -1.3257 3.3319 -0.5695 -0.093 0.585 1.004
O -1.6191 3.7795 0.7994 0.274 -0.158 -0.617
O 0.1871 3.6776 -0.9787 0.087 -0.521 -0.120
O -2.1304 4.1610 -1.6824 0.105 -0.296 0.121
C -0.8735 0.3412 -1.1029 -0.363 -0.040 -0.578
C -0.1047 0.7209 -2.3739 0.516 -0.080 0.174
C -1.6349 -0.9489 -1.5046 -0.161 -0.353 -0.038
O -2.6131 -1.3610 -0.5883 0.252 -0.053 -0.022
C -3.3480 -2.4833 -1.0723 -0.503 -0.429 -0.114
C -4.8312 -2.1582 -1.2701 0.172 -0.011 0.149
H 2.4912 3.1995 0.7808 0.020 -0.005 -0.018
H 3.7693 2.9984 -0.3973 0.066 -0.111 0.039
H 3.7150 1.9412 1.0288 0.034 -0.001 0.027
H 2.8417 0.6037 -0.7878 -0.081 -0.014 -0.006
H 1.9126 1.9599 -1.4044 -0.297 -0.005 -0.107
H 0.5220 1.9008 0.7831 -0.070 0.042 -0.276
H 1.6253 0.6910 1.3231 -0.170 -0.147 -0.062
H 2.8164 -1.3830 -0.6721 -0.270 0.204 -0.040
H 2.3313 -1.3686 1.0170 -0.259 0.222 -0.016
H 1.9088 -3.6348 1.0025 -0.115 0.040 -0.061
H 2.7907 -3.6477 -0.5219 -0.048 0.000 -0.041
H 1.0206 -3.5352 -0.5224 0.085 0.033 -0.023
H -1.1296 -1.3827 0.9864 -0.136 0.237 -0.262
H -0.6863 -0.7608 3.3629 0.002 0.025 -0.133
H 0.7831 0.0246 2.8628 0.019 0.015 -0.042
H 1.0029 -2.1918 4.5065 -0.045 0.010 0.027
H 1.1794 -3.6521 3.5203 -0.042 0.042 -0.011
H -0.4480 -3.0366 3.8748 -0.014 0.057 0.072
H -2.1903 2.4338 2.6368 0.049 -0.062 0.033
H -0.4904 2.0195 2.5655 -0.037 0.080 -0.065
H -1.5416 1.2047 3.7210 0.036 -0.059 -0.039
H -3.0609 -1.2970 1.7745 -0.094 0.113 -0.176
H -2.8594 -0.4691 3.3086 0.089 0.001 -0.070
H -5.8306 -0.9105 1.6297 0.144 -0.488 -0.270
H -5.5433 1.7748 2.9563 -0.302 0.335 -0.337
H -5.4165 1.5430 -0.6393 0.213 -0.072 -0.019
H -5.3747 2.6993 -1.9412 0.090 -0.155 -0.060
H -4.1624 4.3491 -0.5599 0.011 -0.118 0.080
H -5.6148 3.7801 0.2442 0.052 -0.030 -0.013
H -4.0500 3.1903 0.7797 0.057 0.030 -0.087
H -2.5906 1.0516 -4.0736 0.000 -0.059 0.218
H -2.1938 2.7076 -3.6302 -0.002 -0.149 -0.114
H -4.3281 3.5048 -4.2317 -0.223 -0.027 0.061
H -5.1096 1.9132 -3.9160 -0.131 0.158 -0.117
H -4.1247 2.1429 -5.3509 -0.142 0.238 -0.012
H 0.2591 4.0084 -1.8897 0.193 0.071 -0.025
H -1.6339 4.2581 -2.5062 -0.036 0.150 -0.196
H 0.8512 0.1960 -2.4155 -0.154 -0.069 -0.020
H 0.1073 1.7781 -2.4337 -0.028 0.187 0.004
H -0.6727 0.4398 -3.2551 -0.051 -0.015 0.055
H -0.9263 -1.7617 -1.6730 0.163 0.123 -0.021
H -2.1024 -0.7544 -2.4754 -0.038 0.184 0.158
H -2.9411 -2.8395 -2.0195 0.186 0.152 0.035
H -3.2357 -3.3139 -0.3653 0.083 0.216 0.164
H -5.4490 -2.9618 -0.8665 -0.034 -0.005 -0.097
H -5.0689 -2.0273 -2.3251 -0.036 0.075 0.052
H -5.0665 -1.2435 -0.7285 -0.033 -0.004 -0.063
C 7.0285 0.4683 -0.5652 0.286 0.162 -0.157
C 5.9223 -0.2393 0.0557 0.005 -0.006 0.026
N 5.0511 -0.7975 0.5529 -0.050 -0.005 0.019
H 6.6633 1.2066 -1.2773 -0.089 -0.023 0.025
H 7.6234 0.9849 0.1862 -0.043 -0.031 0.058
H 7.6881 -0.2195 -1.0927 -0.025 -0.051 0.039
C -2.4101 -6.0103 -3.1635 0.048 -0.145 0.061
C -2.9504 -4.8032 -3.7711 -0.033 -0.026 -0.079
N -3.3792 -3.8500 -4.2444 0.041 0.044 -0.008
H -1.4288 -6.2351 -3.5769 -0.002 0.028 -0.025
H -2.3164 -5.8791 -2.0864 -0.017 0.035 0.000
H -3.0696 -6.8547 -3.3542 -0.027 0.021 -0.018
C -5.2896 7.0984 -4.5490 -0.028 0.108 0.115
C -5.1660 6.1597 -5.6556 -0.010 0.011 -0.004
N -5.0706 5.4204 -6.5275 0.059 -0.062 0.004
H -4.4078 7.0528 -3.9124 0.017 -0.027 -0.017
H -5.3937 8.1136 -4.9268 0.001 -0.010 -0.037
H -6.1654 6.8599 -3.9485 -0.011 -0.029 -0.023
C 9.3437 -3.4824 -0.5735 -0.047 -0.243 0.026
C 9.8616 -2.1585 -0.8836 0.017 -0.006 -0.008
N 10.2649 -1.1121 -1.1289 -0.115 0.062 0.013
H 8.8739 -3.9242 -1.4506 0.032 0.061 -0.047
H 10.1477 -4.1365 -0.2419 0.031 0.042 0.023
H 8.6106 -3.4297 0.2285 0.022 0.040 0.020
C 1.2010 3.4648 -6.0388 0.064 -0.062 -0.180
C 0.5575 3.8828 -4.8067 -0.012 0.126 -0.038
N 0.0500 4.2349 -3.8411 -0.039 -0.145 0.137
H 0.6842 2.6028 -6.4572 -0.032 0.004 0.034
H 1.1747 4.2760 -6.7642 -0.028 0.031 0.032
H 2.2388 3.1986 -5.8464 -0.005 0.011 0.044
C -6.2118 -1.3404 5.2113 -0.004 0.233 0.297
C -6.1026 -2.4028 4.2241 0.033 0.104 -0.075
N -5.9899 -3.2018 3.4081 0.028 0.010 -0.078
H -5.3253 -1.3102 5.8426 0.038 -0.073 -0.043
H -6.3044 -0.3752 4.7155 -0.007 -0.025 -0.064
H -7.0781 -1.4740 5.8562 -0.043 -0.122 -0.083
C 8.0655 -2.0870 3.5781 -0.097 0.188 0.092
C 8.7768 -3.2844 3.1580 -0.004 -0.024 -0.023
N 9.3248 -4.2361 2.8238 -0.009 -0.004 -0.044
H 8.4901 -1.2023 3.1057 0.071 -0.047 -0.023
H 7.0150 -2.1566 3.2973 0.009 -0.043 -0.013
H 8.1326 -1.9690 4.6601 0.013 0.012 -0.091
C 7.3874 -4.3005 7.7029 -0.044 -0.157 0.055
C 7.6539 -2.9392 7.2631 0.081 0.028 0.069
N 7.8844 -1.8674 6.9247 -0.070 -0.018 -0.016
H 6.9151 -4.8699 6.9045 0.004 0.027 -0.023
H 8.3180 -4.7934 7.9773 0.025 0.035 -0.010
H 6.7270 -4.2938 8.5679 -0.002 0.037 0.001
```
Forces are in eV/Å.

Entry 3:
Density functional theory data (the ωB97M-V functional and the def2-TZVPD basis) for a molecular structure, C8H32BaO8 at a distorted geometry.

molar mass	393.664	g mol⁻¹
net charge	+2
HOMO	-13.85	eV
calculated total energy	-25844.3421	eV
orbital gap	8.0	eV
E_LUMO	-5.860	eV

```
49
Properties=species:S:1:pos:R:3:forces:R:3
Ba -0.2183 0.0859 0.1776 -9.290 -0.456 9.000
C 2.1053 -0.7363 1.9793 0.983 -0.714 1.204
O 0.7153 -0.4913 1.8699 4.832 -2.242 9.048
H 2.1750 -1.8013 2.2007 0.770 -0.144 -0.208
H 2.6556 -0.4212 1.0927 -0.612 -0.690 0.707
H 2.5567 -0.1969 2.8119 -0.057 0.071 0.094
H 0.3439 -0.7624 2.7126 -0.057 -0.153 0.775
C -2.9921 -0.3625 -0.6019 -2.442 1.335 -0.706
O -1.7711 -0.2548 -1.2828 -6.427 -2.744 -4.427
H -3.3389 0.6655 -0.4966 -0.507 -0.149 0.482
H -3.8154 -0.7985 -1.1677 0.339 -0.685 -0.076
H -2.8987 -0.8135 0.3860 -0.995 1.211 -1.027
H -1.8915 0.3926 -1.9813 -0.377 -0.066 -0.343
C 0.0614 2.1398 2.4057 -0.510 1.975 0.551
O 0.4714 1.8039 1.0933 0.164 8.560 8.419
H 0.7424 2.8835 2.8197 0.002 -0.104 0.146
H -0.9113 2.6258 2.3304 -0.255 -0.139 0.471
H 0.0449 1.2894 3.0873 -0.046 0.072 -0.474
H 0.8993 2.5344 0.6407 -0.680 1.965 1.645
C -0.6033 -2.5838 1.4575 0.216 -1.863 0.940
O -1.2676 -1.5961 0.7064 -4.847 -8.497 3.975
H -1.1333 -3.5337 1.3882 0.401 -0.239 -0.432
H 0.4232 -2.5959 1.0913 -0.552 -0.899 0.632
H -0.5931 -2.4029 2.5323 -0.067 0.334 0.084
H -2.1953 -1.7954 0.8521 0.000 -0.851 0.193
C -1.3388 2.8143 -0.8244 -0.119 0.900 0.174
O -1.4328 1.6285 -0.0113 -7.757 10.456 -1.206
H -2.3142 2.9656 -1.2868 0.318 0.365 -0.414
H -1.0436 3.6882 -0.2437 -0.335 0.086 0.220
H -0.5322 2.6346 -1.5351 -1.210 1.003 0.077
H -2.2603 1.7744 0.4530 -0.533 -0.014 0.547
C 0.0941 -2.5230 -1.3746 0.052 -2.751 -1.589
O 0.5812 -1.4783 -0.5886 6.630 -11.523 -5.040
H -0.9546 -2.3638 -1.6258 0.166 -0.075 0.312
H 0.6695 -2.5537 -2.2998 -0.075 -0.504 -0.048
H 0.2061 -3.4723 -0.8508 -0.125 -0.049 -0.127
H 1.3974 -1.8266 -0.2223 0.777 -0.315 0.164
C 2.7362 0.4545 -0.6482 0.770 -0.167 -1.350
O 1.4958 0.9723 -0.1239 16.068 2.646 -5.267
H 2.5059 -0.5869 -0.8729 0.845 0.397 -0.289
H 3.0457 1.0019 -1.5386 -0.114 -0.223 -0.249
H 3.5950 0.4954 0.0218 -0.183 0.284 0.235
H 1.6619 1.9160 -0.0653 1.957 -0.113 -0.949
C 0.3640 -0.1058 -2.5328 1.348 -2.104 -3.292
O 0.0024 0.8908 -1.6635 1.286 4.879 -10.852
H -0.2873 -0.9708 -2.4074 0.405 1.215 -0.658
H 0.3395 0.1214 -3.5986 -0.268 0.676 -0.032
H 1.3910 -0.4033 -2.3209 -0.233 -0.133 -0.544
H 0.5139 1.6527 -1.9453 0.345 0.177 -0.498
```
Forces are in eV/Å.

Entry 4:
Density functional theory data (the ωB97M-V functional and the def2-TZVPD basis) for a single C5H7NO2 molecule at a distorted geometry.

molar mass	113.116	g mol⁻¹
net charge	0
HOMO	-8.32	eV
SMILES string	N/C=C\C(=O)[C@@H]1CO1
calculated total energy	-10878.2718	eV
orbital gap	8.2	eV
E_LUMO	-0.075	eV

```
15
Properties=species:S:1:pos:R:3:forces:R:3
N -1.9053 -1.1172 -0.2594 -1.019 -1.262 -0.025
C -2.2927 0.1532 0.0315 6.134 2.691 0.744
C -1.1319 1.0524 -0.0165 -3.536 2.024 0.434
C 0.3231 1.1201 0.0061 1.215 -1.689 -0.944
O 1.0024 2.0560 -0.4406 -1.497 -1.039 0.904
C 1.1402 -0.0809 0.5711 2.097 -1.720 -1.476
C 2.4573 -0.4879 -0.1480 0.739 1.948 2.278
O 1.3344 -1.3148 -0.4017 0.026 1.914 1.455
H -0.8944 -1.4127 -0.4810 -2.287 1.145 0.226
H -2.6635 -1.5957 -0.7172 0.390 -1.022 0.156
H -3.2846 0.5456 0.5025 1.692 -1.212 -1.729
H -1.3824 2.1273 -0.1163 -0.554 -0.549 0.490
H 1.1818 -0.4423 1.6644 -0.752 0.819 -1.847
H 3.0173 0.1776 -1.0747 -1.940 -2.132 2.906
H 3.0984 -0.7806 0.8799 -0.707 0.083 -3.573
```
Forces are in eV/Å.

Entry 5:
Density functional theory data (the ωB97M-V functional and the def2-TZVPD basis) for a molecular structure, C26H17N4O4Ru at a distorted geometry.

2S+1	6
molar mass	550.516	g mol⁻¹
net charge	0
HOMO (spin up / spin down)	-8.23 / -8.93	eV
calculated total energy	-43967.7874	eV
orbital gap (spin up / spin down)	7.6 / 7.4	eV
E_LUMO (spin up / spin down)	-0.665 / -1.498	eV

```
52
Properties=species:S:1:pos:R:3:forces:R:3
Ru 0.5888 -1.0700 -0.0393 -0.763 0.599 -1.111
O 3.9481 -1.6962 2.2869 0.881 0.328 0.063
C 2.9440 -1.7032 1.6255 -0.835 0.373 0.131
O 2.5698 -0.8408 0.7078 0.359 -0.740 0.616
C 1.9679 -2.8396 1.9044 -0.895 -0.011 -1.170
C 2.3526 -4.0145 2.5224 0.053 0.755 -0.344
C 1.5184 -5.0994 2.4256 -1.085 -1.376 0.723
C 0.2600 -5.0010 1.7977 0.681 -0.785 0.744
C -0.0283 -3.8049 1.2417 -2.059 1.571 -1.936
N 0.7667 -2.7547 1.2807 2.081 -0.213 1.053
C -1.2611 -3.5586 0.2598 1.402 0.306 0.516
O -2.0850 -4.4324 0.1835 -0.665 -0.409 -0.110
O -1.1694 -2.4598 -0.4196 0.234 -0.204 0.456
H 3.3152 -4.0129 2.9936 0.287 -0.259 0.150
H 1.8148 -6.0416 2.9081 -0.138 0.394 -0.342
H -0.5220 -5.7598 1.7054 0.654 -0.068 0.114
N 3.0784 2.1551 -5.2902 -0.537 -1.665 0.763
C 2.6356 1.1822 -4.8300 -0.185 1.058 -0.200
C 1.9250 0.0085 -4.2992 1.620 0.912 -0.473
C 1.5516 -0.9780 -5.1763 -1.118 -1.307 -0.114
C 0.8972 -2.0989 -4.6644 0.236 0.099 2.047
C 0.7205 -2.1832 -3.2257 0.216 -0.155 -0.996
N 1.2457 -1.2613 -2.3721 -0.846 -0.825 -1.398
C 1.8460 -0.2201 -2.9452 0.486 0.992 1.463
H 1.7440 -0.8916 -6.2339 -0.027 0.092 -0.102
H 0.6084 -2.9224 -5.3182 -0.114 0.283 0.359
H 0.1836 -3.0352 -2.7497 0.437 0.812 -0.480
H 2.3353 0.4757 -2.2476 -0.379 -0.165 -0.366
N -0.2666 0.7232 -0.0204 0.766 -1.473 -0.591
C -0.7857 1.7255 0.5017 0.186 0.159 1.208
C -0.2241 2.3531 1.7419 0.256 0.095 -0.402
C 1.1120 2.1655 2.1727 -0.577 -0.227 -0.615
C 1.5620 2.8650 3.2785 1.036 -0.815 0.229
C 0.6655 3.5994 4.0322 -0.186 0.150 0.231
C -0.6565 3.7143 3.6555 0.379 -0.426 -0.444
C -1.0968 3.1377 2.4708 0.963 0.207 0.830
C -2.0685 2.1860 -0.0568 -0.115 1.104 -1.210
C -2.2359 3.4946 -0.5338 0.338 -1.033 0.230
C -3.4010 3.8510 -1.1748 -0.253 1.164 0.448
C -4.4498 2.9677 -1.2406 -1.015 -0.687 -0.746
C -4.2791 1.6426 -0.8364 -0.692 0.029 -0.466
C -3.0602 1.2682 -0.3135 -0.749 -1.796 1.581
H 1.7372 1.4348 1.6448 -0.075 0.527 0.116
H 2.6105 2.7434 3.6351 -0.939 0.109 -0.424
H 0.9737 4.0455 4.9615 0.196 0.166 0.142
H -1.3301 4.2030 4.3070 -0.667 0.614 0.417
H -2.0922 3.2771 2.1444 -0.877 0.059 -0.211
H -1.3998 4.1390 -0.4084 0.356 0.817 -0.006
H -3.5997 4.8742 -1.5070 0.435 -0.311 0.024
H -5.3909 3.3304 -1.6814 0.405 -0.413 0.286
H -5.0706 0.8730 -0.9352 0.494 0.776 0.067
H -3.0052 0.2444 0.1307 0.353 0.816 -0.745
```
Forces are in eV/Å.

Entry 6:
Density functional theory data (the ωB97M-V functional and the def2-TZVPD basis) for 2 unconnected molecules or ions with the total composition C6H12O.

molar mass	100.161	g mol⁻¹
net charge	0
HOMO	-9.22	eV
SMILES string	C1=CC1.CCCO
calculated total energy	-8460.9562	eV
orbital gap	10.3	eV
E_LUMO	1.084	eV

```
19
Properties=species:S:1:pos:R:3:forces:R:3
C 1.4976 -1.0551 1.6158 0.117 0.465 0.283
C 1.4777 0.2393 1.6112 -0.024 -0.550 0.241
C 2.4343 -0.4018 0.6424 0.187 0.020 -0.173
H 1.2236 -1.9863 2.0752 -0.112 -0.001 -0.014
H 1.1705 1.1497 2.0956 -0.082 -0.007 -0.141
H 2.1870 -0.4571 -0.4193 0.174 0.188 0.210
H 3.4989 -0.3555 0.8933 -0.152 -0.120 -0.219
C -2.1839 0.7444 0.2541 -0.074 -0.039 0.018
C -0.9632 0.7596 -0.6516 0.061 0.137 -0.039
C -0.6032 -0.6238 -1.1738 -0.393 0.060 0.106
O 0.5212 -0.5925 -2.0483 -0.087 0.051 -0.019
H -3.0557 0.3544 -0.2819 0.042 0.043 0.118
H -2.0069 0.1059 1.1286 -0.077 0.169 -0.096
H -2.4173 1.7608 0.5900 -0.021 -0.239 0.047
H -0.1135 1.1865 -0.1104 0.033 -0.140 -0.090
H -1.1523 1.4385 -1.4955 0.025 -0.161 -0.008
H -1.4689 -1.0593 -1.6902 -0.027 0.097 -0.076
H -0.4129 -1.3097 -0.3263 0.387 0.359 -0.459
H 0.3670 0.1021 -2.7089 0.022 -0.333 0.313
```
Forces are in eV/Å.

Per-record ΔE to the lowest compared entry with this formula, charge and spin, eV: 2.7883; 0.0000; 31.7517; 5.3455; 0.0000; 3.3977